The following is a quantum chemistry calculation of C5H11CoO4 as an isolated structure in a non-equilibrium geometry, from the Open Molecules 2025 dataset.

Last column: Mulliken spin population.
Atoms and positions in Å:
O -2.270 -0.437 0.142  -0.063
C -1.982 -0.071 1.297  0.047
C -0.630 -0.110 1.817  0.046
O 0.319 -0.278 0.793  0.009
C 0.888 0.933 0.301  -0.016
C 1.342 0.706 -1.116  0.114
O 0.218 0.279 -1.867  -0.039
C 0.441 0.265 -3.266  0.221
Co -0.645 -1.522 -0.882  2.705
H -2.777 0.266 1.987  0.010
H -0.479 -1.122 2.736  0.011
H 1.740 1.232 0.930  0.003
H 0.133 1.732 0.328  -0.003
H 2.133 -0.062 -1.163  -0.030
H 1.741 1.647 -1.525  0.009
H -0.447 -0.173 -3.736  -0.016
H 0.587 1.292 -3.634  0.006
H 1.324 -0.345 -3.515  -0.018
H -0.398 0.719 2.514  0.004
O -0.243 -2.180 3.895  0.001
H -0.997 -2.770 3.964  -0.001

Computed properties:
net charge = -1
expectation value of S² = 3.76
F_max = 1.860 eV/A
Kohn-Sham gap (spin up / spin down) = 0.160 / 0.220 hartree
molecular weight = 194.1 g/mol
HOMO energy (spin up / spin down) = -0.043 / -0.106 Eh
total energy = -1880.676241 hartree
2S+1 = 4
energy relative to the best compared isomer or geometry (same formula, charge and spin) = 0.0 kJ/mol